No. 1
The following is a quantum chemistry calculation of the ion C4H12NO with charge +1, from OMol25.

As for the SMILES: C[NH2+][C@@H](C)CO. Its HOMO energy is -15.07 eV. The charge is +1. The value obtained for the lowest unoccupied orbital energy is -3.3 eV. The value obtained for the frontier orbital gap is 11.80 eV. The value obtained for the molar mass is 90.1 Da. The electronic energy is -7873.338 eV.

Cartesian coordinates (Å):
O -1.66 -1.47 -0.73
C -0.35 -1.23 -1.23
C 0.35 -0.18 -0.32
N -0.65 0.55 0.53
C -0.23 1.95 0.82
C 1.50 -0.75 0.49
H -2.32 -1.29 -1.42
H -0.27 -0.91 -2.27
H 0.23 -2.14 -1.09
H 0.71 0.57 -1.01
H -1.53 0.62 0.03
H -0.74 0.06 1.42
H 0.77 2.03 1.24
H -0.90 2.36 1.57
H -0.28 2.49 -0.10
H 2.31 -0.95 -0.20
H 1.81 -0.05 1.27
H 1.25 -1.67 1.01

Here are the natural (NBO) charges for atoms 1 to 8, given in e:
1. O -0.73
2. C -0.08
3. C -0.07
4. N -0.49
5. C -0.42
6. C -0.64
7. H 0.50
8. H 0.20


No. 2
The following is a quantum chemistry calculation of a cluster of 2 separate species, C4H12NO2 in total, from OMol25.

Its HOMO energy is -3.31 eV. The charge is -1. The value obtained for the lowest unoccupied orbital energy is 3.7 eV. The value obtained for the frontier orbital gap is 7.04 eV. The value obtained for the molar mass is 106.1 Da. The electronic energy is -9926.645 eV.

Cartesian coordinates (Å):
C -1.23 -2.28 -0.26
N -1.01 -0.89 -0.59
C -0.50 -0.64 -1.93
C -0.19 -0.28 0.51
C 0.61 1.07 0.32
O 1.56 1.08 1.34
H -1.93 -2.34 0.57
H -0.34 -2.82 0.08
H -1.72 -2.81 -1.07
H 0.09 -1.45 -2.39
H 0.13 0.23 -1.95
H -1.35 -0.49 -2.60
H -0.77 -0.10 1.41
H 0.66 -0.90 0.81
H -0.08 1.86 0.69
H 1.13 1.07 -0.66
H 1.06 3.71 2.14
H 1.90 2.44 1.75
O 1.98 3.53 1.83

Here are the natural (NBO) charges for atoms 1 to 8, given in e:
1. C -0.40
2. N -0.46
3. C -0.41
4. C -0.27
5. C -0.06
6. O -0.95
7. H 0.19
8. H 0.16


No. 3
The following is a quantum chemistry calculation of a structure of composition C4H12NO2, from OMol25.

Its HOMO energy is -3.93 eV. The charge is -1. The value obtained for the lowest unoccupied orbital energy is 2.2 eV. The value obtained for the frontier orbital gap is 6.08 eV. The value obtained for the molar mass is 106.1 Da. The electronic energy is -9921.571 eV.

Cartesian coordinates (Å):
C -1.88 1.49 -1.47
N -0.95 1.97 -0.52
C -0.43 0.84 0.23
C 0.99 0.43 -0.12
C 1.80 -0.20 1.02
O 1.22 -1.17 1.77
H -2.67 0.69 -1.06
H -1.51 1.23 -2.46
H -2.53 2.39 -1.50
H -0.97 -0.20 -0.02
H -1.24 -1.01 0.29
H -0.50 1.04 1.30
H 0.99 -0.44 -0.80
H 1.47 1.22 -0.70
H 2.76 -0.59 0.47
H 2.19 0.63 1.63
H 0.94 -2.29 1.18
H -0.23 -2.77 0.22
O 0.54 -3.23 0.56

Here are the natural (NBO) charges for atoms 1 to 8, given in e:
1. C -0.46
2. N -0.53
3. C -0.02
4. C -0.48
5. C 0.00
6. O -0.87
7. H 0.15
8. H 0.16